[1]
# C17H15BrN4O3SSiZr

C17H15BrN4O3SSiZr as an isolated structure (ωB97M-V/def2-TZVPD, OMol25).

## Properties
E_tot: -4410.3612 Eh
LUMO: -0.0200 Ha
largest force on an atom: 0.0399 Eh/bohr
gap between HOMO and LUMO: 7.7 eV
net charge: 0
energy relative to the best compared isomer or geometry (same formula, charge and spin): 72.6 kcal per mole

Each line ends with the Löwdin charge.
Element x y z (Å)
Zr: 0.72760 -0.20070 -0.24333  1.604
Br: 7.07110 -0.97300 3.75797  0.748
C: 6.39310 -0.86430 1.98937  -0.668
C: 7.26260 -0.98730 0.91597  -0.111
C: 6.76060 -0.92900 -0.37423  -0.055
C: 5.40090 -0.78190 -0.58363  -0.001
C: 4.53790 -0.65910 0.50467  -0.121
C: 5.03550 -0.68090 1.80367  -0.053
C: 3.07980 -0.53610 0.27277  -0.566
O: 2.31420 0.04780 1.09797  -0.107
O: 2.55860 -1.02030 -0.77473  -0.107
H: 8.31780 -1.13470 1.08887  0.104
H: 7.44030 -1.01240 -1.20903  0.111
H: 4.98300 -0.74940 -1.57813  0.124
H: 4.36450 -0.57800 2.64217  0.118
C: -5.14250 -1.95090 -1.56173  -0.179
Si: -4.06520 -0.84990 -0.43203  0.570
C: -4.55760 -1.07730 1.39997  -0.173
C: -4.23340 0.99380 -0.92283  -0.164
C: -2.29290 -1.23310 -0.86003  -0.233
C: -1.24490 -0.51250 -1.44233  -0.195
H: -6.19980 -1.71050 -1.49493  0.023
H: -5.03460 -3.00180 -1.31063  0.024
H: -4.83820 -1.83380 -2.59823  0.027
H: -5.62370 -0.90520 1.52517  0.026
H: -4.03080 -0.39240 2.05927  0.017
H: -4.34540 -2.08540 1.74267  0.024
H: -5.21590 1.21270 -1.32483  0.025
H: -3.50510 1.25790 -1.68433  0.021
H: -4.07910 1.65130 -0.07253  0.005
N: -1.91120 2.76970 1.20957  0.219
C: -0.95860 2.19970 0.45537  -0.455
O: -0.35430 1.15800 0.87837  -0.188
C: -0.62690 2.77740 -0.81003  -0.194
C: -1.35760 3.83350 -1.36713  -0.225
N: -2.00030 4.68780 -1.78553  0.161
C: 0.42230 2.13340 -1.42293  -0.194
N: 1.33310 1.46390 -1.72213  0.120
H: -2.42050 3.56830 0.86697  0.114
H: -2.17780 2.32290 2.07257  0.131
S: -0.42370 -1.96330 1.17977  0.596
C: -1.11990 -1.93780 -0.42833  -0.746
N: -0.24310 -1.51710 -1.45943  -0.181


[2]
# C17H15CaN2O8S

C17H15CaN2O8S as an isolated structure (ωB97M-V/def2-TZVPD, OMol25).

## Properties
E_tot: -2444.2938 Eh
LUMO: 0.0590 Ha
largest force on an atom: 0.0062 Eh/bohr
gap between HOMO and LUMO: 6.2 eV
net charge: -1
energy relative to the best compared isomer or geometry (same formula, charge and spin): 0.0 kcal per mole

Each line ends with the Löwdin charge.
Element x y z (Å)
Ca: 0.21770 0.44231 0.00852  1.354
N: 0.41892 1.13500 2.49534  -0.062
C: 0.10649 2.51282 2.89979  -0.253
C: 0.72359 3.50850 1.91091  -0.108
C: 0.48600 2.92206 0.52651  -0.773
O: -0.70275 2.69484 0.18521  -0.105
O: 1.47933 2.49484 -0.11816  -0.132
H: -0.15064 0.46746 3.00207  0.083
H: 1.39036 0.87467 2.64330  0.045
H: 0.43097 2.74238 3.92075  0.104
H: -0.97758 2.61534 2.85661  0.113
H: 1.79500 3.62045 2.07714  0.111
H: 0.23709 4.47926 2.01497  0.113
O: 8.25723 2.16069 0.04840  0.090
C: 8.03277 0.82441 0.18434  -0.493
O: 8.97716 0.07790 0.17296  0.088
C: 6.62349 0.39723 0.34677  -0.168
C: 6.37519 -0.93064 0.70660  -0.031
C: 5.08721 -1.38428 0.88567  -0.128
C: 3.97508 -0.53910 0.71308  -0.718
S: 2.36699 -1.16134 0.98436  0.485
C: 4.23141 0.78836 0.33765  -0.111
C: 5.52597 1.23903 0.15954  -0.043
H: 7.42181 2.63113 0.14312  0.075
H: 7.22115 -1.59139 0.84299  0.114
H: 4.90529 -2.41329 1.16814  0.089
H: 3.40527 1.46924 0.18117  0.066
H: 5.64366 2.27123 -0.16047  0.105
O: -1.57688 -0.89494 0.85871  -0.124
C: -1.28630 -1.78165 0.00946  -0.666
O: -0.57662 -1.57030 -1.00327  -0.126
C: -1.83964 -3.16805 0.23221  -0.104
C: -2.66636 -3.42615 1.31841  -0.003
C: -3.18380 -4.69654 1.52541  -0.060
C: -2.88123 -5.72363 0.64589  -0.010
C: -2.05789 -5.43953 -0.43002  -0.135
C: -1.52510 -4.18551 -0.65794  0.073
N: -1.74531 -6.53018 -1.37760  -0.355
O: -1.06946 -6.26298 -2.34809  0.080
O: -2.18967 -7.63701 -1.13143  0.056
H: -2.88770 -2.60820 1.99035  0.117
H: -3.82588 -4.89218 2.37413  0.103
H: -3.26750 -6.72261 0.77774  0.113
H: -0.88040 -3.98775 -1.50094  0.131


[3]
# C17H15Cl3GeN6O2STi

C17H15Cl3GeN6O2STi as an isolated structure (ωB97M-V/def2-TZVPD, OMol25).

## Properties
E_tot: -5841.2187 Eh
2S+1: 2
LUMO (alpha / beta): 0.0754 / 0.0752 Ha
largest force on an atom: 0.1163 Eh/bohr
gap between HOMO and LUMO (alpha / beta): 5.0 / 6.5 eV
net charge: -1
energy relative to the best compared isomer or geometry (same formula, charge and spin): 72.9 kcal per mole

Each line ends with the Löwdin charge.
Element x y z (Å)
Ti: -0.98170 -0.00958 -0.59543  0.472
C: 0.28580 4.39592 -0.59683  -0.004
C: 1.24260 3.41052 -1.13943  -0.375
N: 2.53120 3.52762 -1.18223  0.106
N: 2.99040 2.38652 -1.74873  0.029
C: 1.98230 1.54562 -2.07953  -0.805
S: 2.02900 0.14772 -2.95153  0.671
N: 0.85040 2.22772 -1.71473  -0.072
N: -0.43050 1.71682 -1.92503  0.007
H: 0.84070 5.25702 -0.24023  0.088
H: -0.24850 3.94832 0.24177  0.081
H: -0.43330 4.71182 -1.35373  0.080
H: 3.97370 2.17512 -1.75443  0.148
H: -0.42830 1.24652 -2.84663  0.072
H: -1.11790 2.47912 -1.91633  0.090
Cl: -2.58040 -0.47368 -2.40853  0.145
Ge: -3.71460 -0.58068 -0.31733  0.243
Cl: -2.80390 1.55282 0.05327  0.121
Cl: -5.67900 0.21362 -1.08133  -0.120
O: -1.43990 -0.98188 1.06487  -0.296
C: -0.57190 -0.23458 1.69687  -0.453
N: 0.05310 0.69252 0.92697  0.000
C: 0.92760 1.42922 1.69667  -0.416
O: 1.62910 2.35242 1.25317  0.006
C: 0.82250 0.91532 3.05777  -0.094
C: 1.45490 1.25862 4.24097  -0.033
C: 1.16150 0.55072 5.39117  -0.113
C: 0.23120 -0.50128 5.37137  -0.115
C: -0.42630 -0.85238 4.21477  -0.031
C: -0.13390 -0.15188 3.04147  -0.101
H: 2.16050 2.07592 4.25827  0.109
H: 1.66130 0.80142 6.31917  0.087
H: 0.03530 -1.04398 6.28837  0.089
H: -1.14780 -1.65878 4.20167  0.108
N: 0.16520 -1.22028 -1.36403  -0.124
C: -0.08000 -2.42858 -1.78273  -0.457
C: -1.13760 -3.22448 -1.22973  -0.082
C: -1.44150 -4.45468 -1.75383  -0.120
C: -0.72070 -4.98488 -2.81813  -0.132
C: 0.34240 -4.25898 -3.34223  -0.123
C: 0.66860 -3.02458 -2.84123  -0.058
H: -1.68480 -2.84218 -0.36953  0.064
H: -2.26430 -5.01728 -1.33063  0.094
H: -0.97920 -5.95218 -3.22363  0.082
H: 0.91950 -4.67118 -4.16073  0.092
H: 1.48740 -2.45088 -3.25023  0.044


[4]
# C17H15F3N2O2S2

One molecule with the formula C17H15F3N2O2S2 (ωB97M-V/def2-TZVPD, OMol25).

## Properties
SMILES: O=N[C@@H](Cc1cc(F)cc(F)c1)C(=O)NCCSSc1ccc(F)cc1
E_tot: -2012.6312 Eh
LUMO: -0.0283 Ha
largest force on an atom: 0.1317 Eh/bohr
gap between HOMO and LUMO: 7.8 eV
net charge: 0

Each line ends with the Löwdin charge.
Element x y z (Å)
O: 3.47637 2.32062 -1.35227  -0.020
N: 3.61720 1.54682 -0.34021  0.052
C: 2.39923 0.67412 -0.17811  -0.193
C: 2.53940 -0.42101 -1.31317  -0.066
C: 1.52008 -1.54289 -0.96597  -0.164
C: 0.37774 -1.69483 -1.76564  0.024
C: -0.52648 -2.65851 -1.45201  -0.259
F: -1.63953 -3.00815 -2.15976  0.056
C: -0.31761 -3.52159 -0.42930  0.039
C: 0.71288 -3.38357 0.44324  -0.279
F: 0.87956 -4.12536 1.54431  0.084
C: 1.68992 -2.45575 0.11409  0.045
C: 2.82031 0.15010 1.25824  -0.451
O: 3.86749 -0.51684 1.32558  0.024
N: 1.87596 0.01079 2.19702  0.059
C: 2.01191 -0.41748 3.58122  -0.216
C: 0.80067 -1.21106 4.07909  -0.511
S: -0.69825 -0.20627 4.06646  0.570
S: -1.48879 -0.80961 2.29951  0.616
C: -1.53572 0.73939 1.40321  -0.560
C: -2.38453 0.75844 0.33034  -0.158
C: -2.27066 1.69680 -0.64299  0.000
C: -1.39332 2.80873 -0.46678  -0.257
F: -1.28357 3.68977 -1.48064  0.062
C: -0.54807 2.87625 0.62032  -0.015
C: -0.57488 1.83194 1.58134  -0.108
H: 1.32027 1.11303 -0.18638  0.158
H: 2.27746 -0.09625 -2.35925  0.131
H: 3.58224 -0.72681 -1.31791  0.117
H: 0.27588 -1.13639 -2.67143  0.120
H: -0.91431 -4.32044 -0.36991  0.100
H: 2.56999 -2.48484 0.78689  0.135
H: 0.97081 0.45427 1.94561  0.059
H: 2.99124 -0.87417 3.66656  0.121
H: 2.02330 0.48414 4.23945  0.122
H: 0.55809 -2.11111 3.48562  0.059
H: 0.83722 -1.48381 5.11685  0.058
H: -3.17378 0.05765 0.10773  0.115
H: -2.95277 1.57767 -1.47583  0.122
H: 0.07392 3.75812 0.73123  0.127
H: 0.20565 1.89954 2.32149  0.079